Molecular formula: C58H147N9O22
Method: DFT, ωB97M-V with the def2-TZVPD basis set

```
236
Properties=species:S:1:pos:R:3:lowdin_spin:R:1
C 25.464 -7.552 10.731 0.01
O 24.390 -7.685 9.730 0.01
C 24.810 -7.598 8.347 0.02
C 23.658 -7.223 7.497 0.01
N 23.335 -5.780 7.663 0.00
C 22.108 -5.423 7.016 0.00
C 21.930 -3.862 6.852 0.00
O 22.724 -3.323 5.790 0.00
C 22.796 -1.985 5.682 0.00
H 25.050 -7.965 11.651 0.00
H 25.681 -6.502 10.927 0.00
H 26.374 -8.016 10.352 0.01
H 25.264 -8.514 7.970 0.01
H 25.552 -6.806 8.247 0.01
H 22.860 -7.900 7.803 0.00
H 23.890 -7.470 6.461 0.00
H 23.110 -5.838 8.645 0.00
H 21.252 -5.850 7.539 0.00
H 22.166 -5.857 6.017 0.00
H 22.126 -3.397 7.818 0.00
H 20.879 -3.602 6.726 0.00
H 23.339 -1.783 4.759 0.00
H 23.333 -1.497 6.495 0.00
H 21.842 -1.499 5.472 0.00
C 24.174 1.650 7.614 0.00
O 25.484 1.102 7.450 0.00
C 25.821 -0.001 8.298 0.00
C 26.077 0.395 9.702 0.00
N 27.279 1.233 9.881 0.00
C 27.493 1.509 11.270 0.00
C 28.672 2.496 11.470 0.00
O 28.696 2.930 12.843 0.00
C 29.411 2.013 13.687 0.00
H 23.944 2.466 6.929 0.00
H 23.986 1.863 8.666 0.00
H 23.429 0.897 7.359 0.00
H 26.773 -0.376 7.923 0.00
H 24.969 -0.667 8.159 0.00
H 26.229 -0.535 10.251 0.00
H 25.187 0.932 10.029 0.00
H 27.113 2.103 9.397 0.00
H 27.713 0.610 11.846 0.00
H 26.567 1.952 11.635 0.00
H 28.434 3.424 10.950 0.00
H 29.593 2.066 11.076 0.00
H 29.890 2.607 14.465 0.00
H 30.242 1.473 13.233 0.00
H 28.719 1.272 14.086 0.00
C 30.049 -9.739 4.475 0.04
O 30.284 -8.379 4.148 0.01
C 31.688 -8.090 3.950 0.02
C 31.960 -6.717 3.380 0.01
N 32.034 -5.606 4.330 0.00
C 30.788 -5.566 5.116 0.01
C 30.899 -4.411 6.188 0.01
O 30.045 -4.511 7.304 0.01
C 29.864 -3.334 8.127 0.01
H 30.378 -10.437 3.706 0.00
H 28.969 -9.888 4.471 0.01
H 30.408 -10.118 5.432 0.02
H 31.978 -8.735 3.120 0.00
H 32.280 -8.115 4.864 0.01
H 31.124 -6.532 2.706 0.00
H 32.853 -6.727 2.755 0.00
H 32.782 -5.918 4.933 0.01
H 30.714 -6.528 5.624 0.01
H 29.833 -5.495 4.595 0.00
H 30.463 -3.576 5.642 0.00
H 31.914 -4.262 6.557 0.00
H 29.366 -3.719 9.017 0.00
H 29.256 -2.694 7.488 0.00
H 30.774 -2.866 8.502 0.00
C 27.856 -4.309 21.213 0.01
O 27.074 -5.394 20.689 0.00
C 27.617 -6.653 20.932 0.00
C 26.783 -7.788 20.289 0.00
N 26.862 -7.556 18.863 0.00
C 25.945 -8.425 18.087 0.00
C 25.943 -8.130 16.575 0.00
O 25.174 -6.906 16.345 0.00
C 24.799 -6.736 14.928 0.00
H 27.386 -3.363 20.946 0.00
H 28.850 -4.306 20.766 0.00
H 28.090 -4.261 22.277 0.00
H 27.670 -6.890 21.995 0.00
H 28.614 -6.631 20.493 0.00
H 25.781 -7.650 20.696 0.00
H 27.121 -8.781 20.587 0.00
H 26.760 -6.576 18.641 0.00
H 25.015 -8.354 18.651 0.00
H 26.321 -9.431 18.269 0.00
H 25.608 -8.961 15.953 0.00
H 26.968 -7.986 16.235 0.00
H 24.424 -7.671 14.511 0.00
H 25.721 -6.490 14.401 0.00
H 24.119 -5.889 14.842 0.00
C 25.636 -0.010 14.391 0.00
O 24.837 -0.663 15.364 0.00
C 24.988 -2.083 15.249 0.00
C 24.137 -2.724 16.318 0.00
N 22.673 -2.513 16.314 0.00
C 22.063 -3.005 15.027 0.00
C 20.500 -2.937 15.203 0.00
O 20.093 -3.885 16.231 0.00
C 20.318 -5.276 15.930 0.00
H 25.240 -0.181 13.390 0.00
H 26.641 -0.431 14.378 0.00
H 25.705 1.070 14.516 0.00
H 26.039 -2.373 15.265 0.00
H 24.671 -2.478 14.284 0.00
H 24.619 -2.430 17.251 0.00
H 24.331 -3.796 16.329 0.00
H 22.185 -2.864 17.126 0.00
H 22.420 -3.985 14.708 0.00
H 22.356 -2.343 14.212 0.00
H 19.938 -3.166 14.297 0.00
H 20.221 -1.897 15.373 0.00
H 21.373 -5.538 16.005 0.00
H 19.914 -5.448 14.932 0.00
H 19.744 -5.891 16.623 0.00
C 23.211 -4.391 11.123 0.00
O 21.840 -4.712 11.226 0.00
C 21.487 -6.076 11.594 0.00
C 19.927 -6.269 11.513 0.00
N 19.136 -5.468 12.507 0.00
C 17.758 -5.898 12.370 0.00
C 16.930 -5.272 13.528 0.00
O 15.984 -6.272 13.921 0.00
C 15.559 -6.198 15.245 0.00
H 23.820 -4.799 10.316 0.00
H 23.816 -4.403 12.029 0.00
H 23.105 -3.328 10.908 0.00
H 21.728 -6.312 12.631 0.00
H 22.019 -6.761 10.935 0.00
H 19.773 -7.318 11.768 0.00
H 19.655 -6.119 10.468 0.00
H 19.330 -4.514 12.241 0.00
H 17.716 -6.979 12.507 0.00
H 17.328 -5.663 11.396 0.00
H 16.435 -4.380 13.143 0.00
H 17.625 -4.895 14.279 0.00
H 16.356 -6.096 15.982 0.00
H 15.017 -7.079 15.589 0.00
H 14.788 -5.443 15.398 0.00
C 29.498 -7.640 11.834 0.02
O 29.776 -8.542 12.878 0.01
C 30.281 -9.808 12.597 0.04
C 29.054 -10.861 12.643 0.02
N 29.463 -12.249 12.441 0.00
C 28.385 -13.286 12.523 0.02
C 29.074 -14.672 12.752 0.01
O 28.128 -15.719 12.622 0.00
C 28.782 -17.000 12.683 0.00
H 30.428 -7.473 11.290 0.01
H 29.152 -6.684 12.227 0.00
H 28.738 -7.985 11.132 0.01
H 31.086 -10.074 13.282 0.01
H 30.748 -9.801 11.613 0.02
H 28.329 -10.724 11.841 0.01
H 28.458 -10.747 13.549 0.00
H 30.201 -12.411 13.111 0.00
H 27.792 -13.287 11.608 0.00
H 27.693 -13.035 13.326 0.00
H 29.554 -14.615 13.729 0.00
H 29.842 -14.846 11.998 0.00
H 28.144 -17.878 12.783 0.00
H 29.484 -16.971 13.516 0.00
H 29.331 -17.180 11.759 0.00
C 33.316 1.477 12.262 0.01
O 32.927 0.301 11.516 0.00
C 34.000 -0.273 10.873 0.01
C 33.546 -1.491 10.075 0.01
N 33.319 -2.672 10.939 0.00
C 32.937 -3.868 10.146 0.01
C 33.072 -5.141 10.933 0.03
O 34.447 -5.384 11.227 0.01
C 34.751 -6.584 11.872 0.06
H 32.521 1.996 12.797 0.00
H 33.642 2.309 11.637 0.00
H 34.079 1.165 12.976 0.01
H 34.812 -0.591 11.527 0.01
H 34.368 0.393 10.092 0.00
H 34.345 -1.661 9.352 0.00
H 32.632 -1.295 9.515 0.00
H 34.120 -2.909 11.507 0.01
H 33.643 -3.943 9.319 0.01
H 31.901 -3.766 9.821 0.00
H 32.591 -6.018 10.499 0.02
H 32.592 -5.068 11.909 0.00
H 34.286 -6.528 12.857 0.01
H 35.809 -6.567 12.131 0.01
H 34.431 -7.462 11.312 0.02
C 31.072 -6.272 14.509 0.01
O 31.103 -6.589 15.906 0.01
C 30.169 -7.703 16.146 0.01
C 30.052 -7.918 17.733 0.00
N 31.326 -8.274 18.401 0.00
C 31.096 -8.491 19.857 0.00
C 31.107 -7.166 20.690 0.00
O 32.436 -6.919 21.142 0.00
C 32.547 -5.825 22.057 0.01
H 31.816 -5.475 14.484 0.00
H 30.149 -5.771 14.216 0.00
H 31.311 -7.108 13.852 0.00
H 30.587 -8.606 15.700 0.00
H 29.242 -7.525 15.601 0.00
H 29.306 -8.644 18.057 0.00
H 29.921 -6.933 18.181 0.00
H 31.931 -7.485 18.225 0.00
H 31.895 -9.176 20.139 0.00
H 30.148 -8.966 20.108 0.00
H 30.413 -7.416 21.492 0.00
H 30.733 -6.245 20.243 0.00
H 31.711 -5.823 22.756 0.00
H 32.550 -4.930 21.436 0.00
H 33.465 -5.913 22.639 0.00
C 28.044 -2.888 11.707 0.00
C 26.735 -3.351 12.107 0.00
O 26.879 -4.111 13.274 0.00
O 29.079 -3.928 11.738 0.00
H 28.348 -1.945 12.162 0.00
H 27.908 -2.619 10.659 0.00
H 26.330 -3.980 11.314 0.00
H 26.077 -2.556 12.456 0.00
H 27.718 -4.573 13.207 0.00
H 29.885 -3.487 12.017 0.00
C 31.227 -1.562 13.554 0.01
C 30.349 -1.613 14.908 0.01
O 30.584 -0.474 15.640 0.03
O 31.131 -2.647 12.782 0.00
H 32.264 -1.449 13.871 0.01
H 30.998 -0.691 12.941 0.00
H 30.413 -2.425 15.632 0.01
H 29.303 -1.705 14.615 0.00
H 31.407 -0.483 16.135 0.01
H 31.926 -2.683 12.246 0.00
```

The net charge is -1. Its expectation value of S² is 0.750. The calculation puts the HOMO energy (spin up / spin down) at 0.7 / -6.6 eV. The spin multiplicity is 2. For the HOMO-LUMO gap (spin up / spin down), the calculation gives 0.0477 / 0.3132 hartree.